47
Properties=species:S:1:pos:R:3 method="wB97M-V/def2-TZVPD" lumo_ev="2.8 / 1.2" s_squared=2.030 multiplicity=3 energy_ev=-58017.818 total_charge=-1 homo_lumo_gap_ev="7.119 / 5.510"
Pd 0.309 -0.183 -0.750
O -0.076 -1.601 0.804
C 0.770 -2.382 1.355
C 0.292 -3.629 1.871
C 1.062 -4.449 2.648
C 2.392 -4.108 2.947
C 2.913 -2.963 2.404
C 2.164 -2.102 1.578
C 2.887 -1.032 0.948
N 2.478 -0.294 -0.009
C 3.389 0.612 -0.672
C 2.681 1.897 -1.132
N 1.391 1.713 -1.766
C 1.186 0.696 -2.535
C -0.136 0.453 -3.133
C -0.984 1.464 -3.578
C -2.218 1.148 -4.104
C -2.624 -0.194 -4.190
C -1.838 -1.212 -3.719
C -0.576 -0.932 -3.116
O 0.145 -1.814 -2.548
H -0.738 -3.867 1.636
H 0.643 -5.368 3.042
H 3.000 -4.749 3.574
H 3.954 -2.717 2.597
H 3.920 -0.901 1.301
H 3.807 0.095 -1.543
H 4.231 0.889 -0.025
H 3.346 2.439 -1.813
H 2.510 2.535 -0.264
H 1.972 -0.009 -2.830
H -0.665 2.495 -3.496
H -2.876 1.937 -4.443
H -3.591 -0.422 -4.624
H -2.162 -2.243 -3.766
F -3.773 3.315 4.676
C -3.274 2.870 3.516
C -2.514 3.700 2.713
F -2.279 4.962 3.109
C -1.999 3.231 1.521
F -1.263 4.078 0.796
C -2.227 1.928 1.055
S -1.663 1.413 -0.495
C -2.986 1.115 1.908
F -3.242 -0.144 1.561
C -3.503 1.570 3.105
F -4.236 0.759 3.884